No. 1
The following is a quantum chemistry calculation of a molecular structure, C42H40AsN8O8RbS, from the OMol25 dataset.

The calculation puts the energy above the lowest of the compared OMol25 structures with the same formula, charge and spin at 0.0000 eV. The value obtained for the orbital gap is 7.37 eV. As for the total charge: -2. Its LUMO energy is 3.814 eV. Its total energy is -5322.70884 Eh.

CARTESIAN COORDINATES (ANGSTROEM)
Rb (-0.2193, -0.6536, 1.1279)
C (3.5006, 1.9661, 2.2803)
C (2.3315, 1.5544, 3.1963)
N (1.0231, 1.6895, 2.5786)
C (0.4466, 3.0229, 2.5952)
C (1.0949, 3.9842, 1.6202)
C (1.3778, 5.2938, 1.9992)
C (1.9881, 6.1429, 1.0894)
C (2.3472, 5.6476, -0.1526)
C (2.0363, 4.3210, -0.4507)
C (2.4403, 3.7241, -1.7937)
N (2.5723, 2.2859, -1.8816)
C (3.8591, 1.7280, -1.4756)
C (4.3211, 1.9810, -0.0339)
N (3.3619, 1.4983, 0.9229)
N (1.3819, 3.5395, 0.3950)
H (4.4391, 1.6354, 2.7555)
H (3.5501, 3.0619, 2.2377)
H (2.4100, 2.1647, 4.1126)
H (2.4500, 0.5157, 3.4966)
H (0.3777, 1.0334, 3.0098)
H (0.5047, 3.4785, 3.5978)
H (-0.6128, 2.9292, 2.3332)
H (1.1284, 5.6352, 2.9969)
H (2.2113, 7.1692, 1.3588)
H (2.8669, 6.2632, -0.8795)
H (3.3953, 4.1715, -2.0885)
H (1.7016, 4.0635, -2.5323)
H (1.8156, 1.8282, -1.3826)
H (4.6291, 2.1246, -2.1484)
H (3.7953, 0.6511, -1.6397)
H (4.4248, 3.0628, 0.1241)
H (5.3340, 1.5547, 0.0921)
H (3.1771, 0.5066, 0.8570)
C (3.2523, -3.8243, -0.0176)
C (2.5368, -4.6260, -0.8868)
C (1.8499, -4.0295, -1.9278)
C (1.8958, -2.6477, -2.0586)
N (2.5842, -1.8671, -1.2263)
C (3.2393, -2.4550, -0.2287)
C (1.0965, -1.9594, -3.1103)
C (0.8567, -2.5511, -4.3498)
C (0.0345, -1.8879, -5.2417)
C (-0.5076, -0.6642, -4.8877)
C (-0.1834, -0.1240, -3.6445)
N (0.5995, -0.7719, -2.7861)
C (-0.7265, 1.1956, -3.1861)
C (-1.3565, 2.0776, -4.0580)
C (-1.8726, 3.2638, -3.5543)
C (-1.7419, 3.5395, -2.2064)
C (-1.0713, 2.6133, -1.4170)
N (-0.5838, 1.4733, -1.8917)
H (3.7588, -4.2429, 0.8419)
H (2.4539, -5.6907, -0.7137)
H (1.2204, -4.6213, -2.5793)
H (3.7785, -1.7938, 0.4451)
H (1.3047, -3.5034, -4.6026)
H (-0.1921, -2.3245, -6.2075)
H (-1.1893, -0.1578, -5.5564)
H (-1.4475, 1.8528, -5.1121)
H (-2.3831, 3.9561, -4.2136)
H (-2.1706, 4.4231, -1.7540)
H (-0.9444, 2.7805, -0.3530)
O (1.1775, -4.7495, 2.1295)
As (-0.3742, -4.2734, 1.3899)
O (-1.0451, -5.6759, 0.8521)
O (-0.1876, -3.0897, 0.2550)
C (-1.3626, -3.6373, 2.9612)
C (-2.6581, -4.1310, 3.1075)
C (-3.3853, -3.8877, 4.2592)
C (-2.8116, -3.1696, 5.3037)
C (-1.5332, -2.6600, 5.1709)
C (-0.8149, -2.8726, 3.9924)
S (0.7360, -1.9532, 3.9457)
O (0.2881, -0.6049, 4.2815)
O (1.6042, -2.5505, 4.9398)
O (1.2903, -2.0083, 2.5856)
H (1.6399, -3.9063, 2.3105)
H (-3.0625, -4.7391, 2.3081)
H (-4.3962, -4.2665, 4.3519)
H (-3.3695, -2.9955, 6.2169)
H (-1.0784, -2.0749, 5.9591)
O (-3.6835, 3.3768, 0.4189)
C (-3.2332, 2.2738, 0.8011)
O (-2.4271, 2.0101, 1.7213)
C (-3.7548, 1.0621, 0.0200)
C (-5.1511, 0.9536, -0.2267)
C (-5.6353, -0.1567, -0.8442)
C (-4.7356, -1.1608, -1.2820)
C (-5.1447, -2.3574, -1.9143)
C (-4.2182, -3.2856, -2.3061)
C (-2.8411, -3.0469, -2.1032)
C (-2.4169, -1.8899, -1.5129)
C (-3.3574, -0.9330, -1.0601)
N (-2.8963, 0.1629, -0.3884)
H (-5.7932, 1.7609, 0.1002)
H (-6.7008, -0.2893, -1.0112)
H (-6.2055, -2.5350, -2.0665)
H (-4.5375, -4.2142, -2.7646)
H (-2.1120, -3.7961, -2.3888)
H (-1.3655, -1.6974, -1.3464)


No. 2
The following is a quantum chemistry calculation of a molecular structure, C42H40BrCaCl3GeN7O4PS2, from the OMol25 dataset.

The calculation puts the energy above the lowest of the compared OMol25 structures with the same formula, charge and spin at 2.2241 eV. The value obtained for the orbital gap (spin up / spin down) is 6.20 / 4.11 eV. The spin multiplicity is 2. As for the total charge: -1. Its LUMO energy (spin up / spin down) is 1.690 / -0.403 eV. Its total energy is -10155.81251 Eh.

CARTESIAN COORDINATES (ANGSTROEM)
Ca (1.1165, -0.0510, 0.7530)
O (2.8510, -3.9454, -0.3676)
C (2.1321, -4.3503, -1.4335)
C (2.4265, -5.5845, -2.0019)
C (1.7262, -6.0245, -3.1162)
C (0.7358, -5.2335, -3.6893)
C (0.4546, -3.9999, -3.1122)
C (1.1192, -3.5531, -1.9784)
C (0.7360, -2.2204, -1.3635)
O (1.6656, -1.6369, -0.5541)
N (-0.5392, -2.4766, -0.5908)
N (-0.8770, -1.5908, 0.3727)
C (-2.0983, -1.4681, 0.7167)
C (-2.5178, -0.6229, 1.8510)
Br (-1.3080, -0.4880, 3.2996)
C (-3.6843, -0.0026, 1.9570)
C (-4.6507, 0.1629, 0.8485)
C (-6.0186, 0.1945, 1.1204)
C (-6.9432, 0.3724, 0.1013)
C (-6.5113, 0.5389, -1.2100)
C (-5.1496, 0.5406, -1.4877)
C (-4.2251, 0.3599, -0.4661)
H (2.5599, -3.0147, -0.1896)
H (3.2134, -6.1805, -1.5544)
H (1.9696, -6.9881, -3.5492)
H (0.2042, -5.5637, -4.5725)
H (-0.2994, -3.3539, -3.5583)
H (0.4503, -1.5564, -2.1951)
H (-1.2942, -2.9242, -1.0956)
H (-2.8859, -1.9904, 0.1760)
H (-3.9361, 0.4673, 2.9006)
H (-6.3559, 0.0718, 2.1450)
H (-8.0016, 0.3865, 0.3310)
H (-7.2302, 0.6848, -2.0071)
H (-4.8015, 0.7004, -2.5009)
H (-3.1616, 0.4140, -0.6783)
Cl (3.6776, 0.8441, 0.3832)
Ge (3.7969, -0.8693, 2.0546)
Cl (5.6262, -0.1583, 2.9791)
Cl (2.2517, 0.3761, 3.2555)
O (5.3381, -3.4746, 5.3711)
S (4.2368, -2.5712, 5.4955)
O (4.3823, -1.3427, 6.2073)
N (3.5971, -2.2864, 3.9704)
C (2.4335, -2.8435, 3.8096)
S (1.5269, -2.7960, 2.3764)
C (1.8990, -3.5238, 5.0397)
C (0.6650, -4.1138, 5.2436)
C (0.3914, -4.6301, 6.5051)
C (1.3318, -4.5504, 7.5312)
C (2.5652, -3.9449, 7.3279)
C (2.8155, -3.4394, 6.0677)
H (-0.0670, -4.1532, 4.4466)
H (-0.5689, -5.0909, 6.6977)
H (1.0938, -4.9562, 8.5063)
H (3.2947, -3.8654, 8.1244)
C (2.3428, 0.7250, -5.4700)
N (3.4285, 0.7560, -4.4947)
C (3.8187, 2.1500, -4.2782)
N (2.7202, 3.0357, -3.8878)
C (1.6597, 2.9243, -4.8882)
N (1.1863, 1.5547, -5.1218)
C (0.5080, 1.0323, -3.9194)
P (1.5610, 0.9567, -2.3847)
C (3.0078, 0.1312, -3.2227)
C (2.2099, 2.6949, -2.5445)
H (2.0101, -0.3079, -5.5928)
H (2.7337, 1.0802, -6.4266)
H (4.2400, 2.5305, -5.2113)
H (4.5899, 2.1841, -3.5065)
H (2.0467, 3.3094, -5.8347)
H (0.8162, 3.5433, -4.5762)
H (0.1281, 0.0295, -4.1344)
H (-0.3553, 1.6631, -3.7061)
H (2.7570, -0.9177, -3.4029)
H (3.8462, 0.1364, -2.5238)
H (3.0079, 2.8349, -1.8114)
H (1.4057, 3.3860, -2.2794)
N (-0.3619, 1.5248, 0.3101)
C (-0.9797, 2.6022, 0.4788)
C (-1.6365, 3.0139, 1.7906)
C (-0.8881, 3.1329, 2.9592)
C (-1.4949, 3.4587, 4.1666)
C (-2.8697, 3.6590, 4.2246)
C (-3.6281, 3.5405, 3.0643)
C (-3.0104, 3.2330, 1.8570)
C (-1.1405, 3.5925, -0.6716)
C (-1.6395, 3.1412, -1.8900)
C (-1.7281, 3.9858, -2.9891)
C (-1.2993, 5.3054, -2.8860)
C (-0.8024, 5.7701, -1.6729)
C (-0.7410, 4.9239, -0.5708)
H (0.1791, 2.9381, 2.9173)
H (-0.8958, 3.5461, 5.0669)
H (-3.3468, 3.9077, 5.1665)
H (-4.7021, 3.6898, 3.1006)
H (-3.6046, 3.1483, 0.9508)
H (-1.9419, 2.1011, -1.9642)
H (-2.1219, 3.6146, -3.9301)
H (-1.3523, 5.9660, -3.7437)
H (-0.4622, 6.7965, -1.5870)
H (-0.3591, 5.2916, 0.3770)